77
Properties=species:S:1:pos:R:3:forces:R:3:mulliken_charge:R:1 method="wB97M-V/def2-TZVPD" total_charge=-1 e_homo_ev=-4.471 lumo_ev=2.70 gap_ev=7.168
C 2.15763 1.75941 1.45027 -0.01 -0.05 0.07 -0.3990
O 1.95417 1.50653 0.08032 -0.18 -0.26 0.20 -0.2734
C 0.85832 2.24579 -0.46764 -0.92 0.95 -0.92 -0.8577
Nb -1.13784 1.22201 0.00596 1.01 -0.76 3.12 -0.2877
C -0.51705 -0.79988 0.83991 -0.27 -0.59 -0.49 -0.7401
C 0.51488 -1.66673 0.15314 0.24 -0.17 0.32 -0.6305
O 0.84856 -1.11765 -1.15186 0.46 0.09 0.01 -0.0776
C 2.07829 -1.32280 -1.62765 0.28 -1.00 0.56 0.7279
C 2.39032 -0.32679 -2.70743 0.14 -0.27 -0.45 -0.7394
O 2.84070 -2.20721 -1.24054 -0.86 1.20 -0.40 -0.6727
O -1.18257 2.14824 1.80663 0.19 0.05 -1.38 -0.4866
C -1.38938 3.52824 1.95358 -0.16 -0.15 0.33 -0.6146
C -0.55068 4.20729 3.06982 0.01 0.04 0.01 0.4692
C 0.42671 5.24463 2.51746 0.06 0.10 -0.06 -1.4148
O 0.13036 3.20828 3.82406 -0.08 0.06 -0.04 -0.4283
H 2.36255 2.82603 1.62443 0.02 -0.04 -0.03 0.1176
H 3.02411 1.17462 1.77076 -0.06 0.03 -0.06 0.3405
H 1.28966 1.49252 2.06413 0.06 0.04 -0.05 0.0564
H 0.88872 3.29510 -0.13225 0.15 -0.04 0.11 0.4419
H 1.01269 2.28673 -1.54998 0.11 -0.10 0.05 0.4145
H -1.84854 2.67058 -0.89537 0.08 -0.31 -0.23 -0.0079
H -2.95805 0.89811 0.18278 0.15 0.64 -0.64 -0.0603
H -1.22231 0.52441 -1.66824 -0.22 0.16 -0.14 0.0825
H -1.46481 -1.35311 0.92248 0.01 0.09 0.04 0.6478
H -0.19347 -0.59939 1.87143 -0.06 0.21 -0.10 -0.0371
H 0.19860 -2.70340 0.00611 -0.02 0.08 -0.10 0.3779
H 1.44751 -1.69501 0.72451 -0.07 -0.02 -0.10 0.3487
H 2.79244 -0.85385 -3.57938 0.04 0.07 0.15 0.2807
H 3.15264 0.36028 -2.33627 -0.11 0.00 0.02 0.2743
H 1.49511 0.21767 -3.00049 0.05 0.08 0.13 0.0686
H -2.44775 3.68122 2.19476 -0.02 0.07 -0.10 0.2899
H -1.18163 4.05284 1.01703 -0.08 -0.02 -0.01 0.2429
H -1.25423 4.73277 3.73031 -0.01 -0.07 -0.01 0.3398
H 0.61784 6.04653 3.23776 0.09 -0.11 0.03 0.4120
H 1.37304 4.76208 2.26324 -0.07 0.02 -0.04 0.2577
H 0.03544 5.71459 1.61031 -0.01 -0.02 0.10 0.3393
H 0.49899 3.63138 4.60245 0.06 0.05 0.09 0.2331
C -0.98086 0.50548 5.19335 0.04 -0.21 -0.04 -0.6027
C -1.59298 -0.85775 4.88667 -0.04 0.06 0.03 -0.1713
C -2.49779 -1.39706 5.99349 0.00 -0.01 -0.01 -0.9414
C -1.79987 -1.62978 7.33485 -0.02 0.01 0.01 -0.7403
C -0.60516 -2.57972 7.27514 -0.01 -0.05 0.04 -0.3673
C -0.96997 -3.98970 6.82000 0.04 0.04 0.00 -1.2020
H -0.33128 0.47082 6.07279 -0.02 0.00 0.01 0.2910
H -0.38893 0.85580 4.35065 -0.04 0.09 -0.01 -0.1391
H -1.76014 1.24887 5.37340 0.00 0.03 0.01 0.2653
H -0.79644 -1.57646 4.67155 -0.01 -0.01 -0.02 0.2630
H -2.17790 -0.77695 3.96785 0.02 -0.01 -0.03 0.2874
H -2.96087 -2.32923 5.65645 0.00 -0.01 0.01 0.3387
H -3.32197 -0.69372 6.15029 0.00 0.01 -0.01 0.3785
H -2.53145 -2.02585 8.04825 0.01 -0.01 0.01 0.4101
H -1.46909 -0.67142 7.74387 0.00 0.01 -0.01 0.2982
H -0.15189 -2.63149 8.26942 0.02 0.00 0.00 0.3762
H 0.16115 -2.17008 6.61269 0.00 0.02 0.00 0.2600
H -1.72040 -4.42961 7.48133 -0.03 0.00 -0.01 0.2931
H -0.09660 -4.64340 6.82471 0.01 -0.01 0.01 0.3737
H -1.37337 -3.99193 5.80708 -0.01 0.00 -0.01 0.2856
C 0.73452 -3.33729 -6.10674 0.04 0.01 -0.04 -1.1690
C 1.54731 -2.11383 -6.52028 -0.03 -0.03 0.04 -0.4426
C 0.79357 -0.79713 -6.34359 0.02 0.04 0.03 -0.2680
C -0.47724 -0.66269 -7.18279 0.01 -0.03 0.00 -0.8445
C -0.26879 -0.81271 -8.68903 -0.01 0.06 -0.02 -0.4254
C 0.65784 0.24358 -9.28464 -0.02 -0.06 -0.02 -1.1814
H -0.16060 -3.45324 -6.72033 -0.01 0.01 0.00 0.2916
H 1.32159 -4.25127 -6.20740 0.01 -0.01 0.01 0.3913
H 0.41889 -3.25660 -5.06509 -0.02 0.01 0.01 0.2392
H 1.87718 -2.22431 -7.55815 0.01 0.01 0.00 0.2789
H 2.45727 -2.07335 -5.91633 0.02 0.00 -0.01 0.3626
H 1.46948 0.03258 -6.56965 0.00 0.01 0.00 0.3553
H 0.52495 -0.68358 -5.28991 -0.01 0.00 0.01 0.1092
H -0.92297 0.31552 -6.98028 -0.01 0.01 0.00 0.3973
H -1.21349 -1.39884 -6.85089 0.00 -0.01 0.01 0.3626
H -1.24308 -0.75055 -9.18145 0.00 -0.01 -0.02 0.3635
H 0.12175 -1.80906 -8.91510 -0.01 -0.01 0.01 0.2360
H 0.27513 1.24784 -9.09133 0.01 0.01 0.02 0.2922
H 0.75006 0.12372 -10.36543 -0.01 0.01 -0.01 0.3809
H 1.66146 0.18234 -8.86196 0.01 0.01 0.01 0.2782